{
  "formula": "C32H27F2N2",
  "method": "ωB97M-V/def2-TZVPD",
  "species": ["F", "C", "C", "C", "C", "C", "C", "C", "C", "C", "F", "C", "C", "C", "C", "H", "H", "H", "H", "H", "H", "H", "H", "H", "N", "C", "C", "C", "C", "C", "C", "C", "N", "C", "C", "C", "C", "C", "C", "C", "C", "C", "C", "C", "C", "H", "H", "H", "H", "H", "H", "H", "H", "H", "H", "H", "H", "H", "H", "H", "H", "H", "H"],
  "xyz": [[4.411, 2.364, -3.599], [3.359, 2.389, -2.721], [3.624, 2.239, -1.360], [2.543, 2.216, -0.496], [1.192, 2.354, -0.946], [0.165, 2.328, 0.048], [-1.192, 2.760, 0.003], [-1.837, 2.965, 1.262], [-3.104, 3.509, 1.362], [-3.774, 3.809, 0.177], [-5.044, 4.318, 0.255], [-3.230, 3.578, -1.082], [-1.967, 3.002, -1.164], [1.000, 2.510, -2.347], [2.074, 2.543, -3.230], [4.645, 2.143, -0.996], [2.722, 2.107, 0.575], [0.558, 2.266, 1.069], [-1.302, 2.681, 2.172], [-3.573, 3.677, 2.329], [-3.789, 3.833, -1.980], [-1.582, 2.736, -2.142], [0.001, 2.617, -2.750], [1.913, 2.683, -4.298], [-4.116, 0.811, 5.565], [-3.667, 0.374, 4.575], [-3.091, -0.164, 3.375], [-2.041, -1.088, 3.454], [-1.465, -1.590, 2.302], [-1.817, -1.086, 1.017], [-1.100, -1.413, -0.189], [0.185, -1.985, -0.222], [0.597, -2.715, -1.285], [-0.330, -3.228, -2.282], [0.530, -3.928, -3.344], [1.993, -3.599, -3.014], [1.993, -2.911, -1.639], [1.168, -1.676, 0.847], [1.113, -0.383, 1.374], [1.985, 0.055, 2.358], [2.955, -0.828, 2.847], [3.012, -2.137, 2.355], [2.118, -2.575, 1.374], [-2.953, -0.235, 0.959], [-3.574, 0.211, 2.112], [-1.685, -1.411, 4.436], [-0.703, -2.366, 2.377], [-1.683, -1.374, -1.110], [-1.063, -3.911, -1.826], [-0.900, -2.404, -2.740], [0.348, -5.007, -3.321], [0.260, -3.560, -4.339], [2.620, -4.496, -2.997], [2.404, -2.906, -3.755], [2.546, -1.956, -1.679], [2.514, -3.540, -0.904], [0.338, 0.275, 0.983], [1.900, 1.070, 2.748], [3.649, -0.486, 3.616], [3.755, -2.832, 2.746], [2.137, -3.618, 1.045], [-3.307, 0.104, -0.019], [-4.435, 0.883, 2.055]],
  "nbo_charge": [-0.293, 0.496, -0.283, -0.069, -0.199, 0.118, -0.110, -0.062, -0.297, 0.502, -0.289, -0.275, -0.106, -0.072, -0.286, 0.263, 0.238, 0.226, 0.239, 0.272, 0.261, 0.218, 0.214, 0.261, -0.299, 0.267, -0.218, -0.151, -0.220, -0.029, -0.400, 0.259, -0.392, -0.207, -0.414, -0.412, -0.209, -0.015, -0.216, -0.232, -0.191, -0.207, -0.199, -0.185, -0.181, 0.236, 0.223, 0.218, 0.217, 0.185, 0.222, 0.221, 0.227, 0.213, 0.195, 0.199, 0.212, 0.208, 0.229, 0.231, 0.224, 0.202, 0.225],
  "energy_ha": -1544.5364,
  "e_lumo_ev": -5.946,
  "total_charge": 1
}



{
  "formula": "C16H10BrCl3GeN2OPd",
  "method": "ωB97M-V/def2-TZVPD",
  "species": ["Pd", "Br", "C", "C", "C", "C", "O", "C", "C", "N", "C", "C", "C", "C", "C", "C", "C", "C", "N", "C", "C", "H", "H", "H", "H", "H", "H", "H", "H", "H", "H", "Cl", "Ge", "Cl", "Cl"],
  "xyz": [[-0.078, -0.068, 0.091], [-0.619, 5.449, 4.913], [-0.202, 3.930, 3.951], [0.835, 3.093, 4.364], [1.104, 1.993, 3.594], [0.348, 1.668, 2.425], [0.702, 0.606, 1.814], [-0.741, 2.544, 2.001], [-1.535, 2.376, 0.819], [-1.498, 1.314, 0.021], [-2.411, 1.111, -1.016], [-3.571, 1.817, -1.234], [-4.396, 1.504, -2.338], [-4.078, 0.500, -3.210], [-2.902, -0.264, -2.999], [-2.487, -1.320, -3.842], [-1.330, -1.999, -3.579], [-0.583, -1.647, -2.444], [-0.949, -0.667, -1.643], [-2.086, 0.047, -1.903], [-0.967, 3.654, 2.786], [1.398, 3.317, 5.258], [1.898, 1.303, 3.845], [-2.120, 3.230, 0.491], [-3.875, 2.610, -0.565], [-5.297, 2.083, -2.485], [-4.707, 0.276, -4.060], [-3.097, -1.582, -4.697], [-0.987, -2.809, -4.205], [0.316, -2.191, -2.181], [-1.753, 4.349, 2.525], [-2.159, -3.126, 0.389], [-0.345, -2.267, 1.110], [-0.518, -2.051, 3.219], [1.260, -3.581, 0.662]],
  "lowdin_spin": [1.062, 0.108, 0.207, -0.019, 0.159, 0.079, 0.357, 0.092, 0.036, 0.182, 0.007, 0.019, -0.001, 0.018, 0.002, 0.002, 0.001, 0.017, 0.079, 0.017, 0.026, -0.004, 0.006, 0.006, 0.001, 0.000, 0.001, 0.000, 0.000, 0.004, -0.002, 0.079, 0.244, 0.088, 0.128],
  "energy_ha": -6959.6972,
  "e_lumo_ev": [-4.596, -6.441],
  "total_charge": 1,
  "multiplicity": 4
}



{
  "formula": "C3H8NS",
  "method": "ωB97M-V/def2-TZVPD",
  "species": ["C", "S", "H", "H", "H", "C", "C", "N", "H", "H", "H", "H", "H"],
  "xyz": [[-2.031, 0.179, -1.878], [-1.662, -1.355, -1.123], [-3.053, 0.124, -2.273], [-1.500, 0.799, -2.698], [-2.052, 1.056, -1.105], [0.896, -0.190, 2.108], [1.876, 0.177, -0.033], [2.105, 0.179, 1.234], [0.821, 0.414, 3.059], [-0.139, -0.058, 1.593], [1.250, -1.223, 2.414], [2.511, 0.279, -0.946], [0.976, -0.379, -0.351]],
  "nbo_charge": [-0.780, -0.670, 0.173, 0.153, 0.150, -0.464, -0.105, -0.429, 0.182, 0.233, 0.201, 0.165, 0.192],
  "energy_ha": -571.9878,
  "e_lumo_ev": 4.104,
  "total_charge": -1
}



{
  "formula": "C4H6Cl2O",
  "method": "ωB97M-V/def2-TZVPD",
  "species": ["C", "C", "C", "Cl", "C", "O", "Cl", "H", "H", "H", "H", "H", "H"],
  "xyz": [[1.764, 0.367, -0.920], [0.878, 1.113, -1.824], [0.417, 2.497, -1.267], [-0.862, 2.303, 0.021], [-0.701, 0.281, -2.115], [-1.815, 0.648, -1.873], [-0.267, -1.068, -3.034], [1.958, -0.651, -1.438], [1.477, 0.321, 0.180], [2.801, 0.950, -0.979], [1.315, 1.144, -2.801], [1.159, 2.980, -0.589], [-0.166, 3.113, -2.010]],
  "nbo_charge": [-0.646, -0.281, -0.382, -0.091, 0.503, -0.490, -0.011, 0.236, 0.241, 0.217, 0.228, 0.237, 0.239],
  "smiles": "C[C@H](CCl)C(=O)Cl",
  "energy_ha": -1151.5864,
  "e_lumo_ev": 0.581,
  "total_charge": 0
}